1.
{"formula": "C22H37ClCoP2", "method": "wB97M-V/def2-TZVPD", "species": ["P", "P", "C", "C", "H", "H", "H", "H", "C", "H", "H", "H", "C", "H", "H", "H", "C", "H", "H", "H", "C", "H", "H", "H", "Co", "C", "C", "C", "C", "C", "C", "C", "C", "C", "H", "H", "H", "H", "H", "H", "H", "H", "H", "H", "H", "H", "H", "H", "H", "Cl", "C", "C", "C", "C", "C", "C", "C", "H", "H", "H", "H", "H", "H"], "positions_angstrom": [[-0.09288, -1.96423, -2.60146], [0.42256, 1.98251, -2.54341], [-0.49094, -0.47520, -3.53736], [0.63962, 0.56579, -3.66663], [-1.40247, -0.01332, -3.12322], [-0.77104, -0.79549, -4.55826], [1.64870, 0.14232, -3.53871], [0.61366, 0.99056, -4.68503], [-0.89567, 2.97841, -3.28389], [-1.20122, 3.76128, -2.57970], [-1.77241, 2.35805, -3.52351], [-0.50657, 3.44064, -4.19605], [1.93051, 2.96264, -2.58813], [1.91861, 3.52415, -3.53625], [2.81451, 2.30611, -2.55128], [1.94546, 3.67192, -1.74705], [-1.38830, -3.17147, -3.05617], [-1.30033, -4.06493, -2.42475], [-1.25308, -3.48663, -4.09646], [-2.39201, -2.74709, -2.93387], [1.34264, -2.70744, -3.47062], [2.11828, -1.94628, -3.65314], [1.04315, -3.13789, -4.43569], [1.77072, -3.51341, -2.86136], [0.79904, -0.04769, 3.64652], [-0.25799, 1.58386, -0.98407], [-1.64513, 1.10583, -0.93570], [-2.20872, -0.21473, -0.68119], [-1.41076, -1.31631, 0.06138], [-0.41455, -2.10825, -0.75448], [0.93870, -1.65945, -1.08620], [1.58134, -0.30748, -0.76101], [0.78243, 0.80155, -0.08828], [1.27624, -1.80450, 3.34553], [-0.30284, 2.60340, -0.53301], [-2.38205, 1.92195, -0.90104], [-2.65717, -0.65562, -1.59881], [-3.09680, -0.03293, -0.04587], [-0.93689, -0.92032, 0.97385], [-2.15145, -2.04574, 0.42414], [-0.51905, -3.18069, -0.56967], [1.69219, -2.44810, -0.95715], [2.10790, 0.06911, -1.65573], [2.41189, -0.55998, -0.07709], [0.28088, 0.43712, 0.81358], [1.50060, 1.53350, 0.31870], [2.20977, -2.02299, 3.91022], [1.40179, -1.97336, 2.25393], [0.43094, -2.41359, 3.73692], [1.75264, 2.07067, 3.41092], [0.62550, 1.58781, 4.71200], [1.14227, 1.31221, 5.99217], [0.32038, 0.64183, 6.90385], [-0.98231, 0.24730, 6.54015], [-1.51143, 0.51868, 5.28804], [-0.71873, 1.19561, 4.30983], [-0.92803, 0.99740, 2.89339], [2.12090, 1.69215, 6.25554], [0.67011, 0.45776, 7.91536], [-1.59023, -0.23920, 7.30721], [-2.53726, 0.27114, 5.01389], [-1.79189, 0.40177, 2.57925], [-0.74371, 1.83927, 2.21492]], "forces_ev_per_a": [[1.025, -1.274, 3.519], [-0.659, -0.113, -1.819], [-0.457, 0.617, -0.406], [0.191, 0.143, -0.334], [0.331, -0.221, -0.167], [0.127, -0.141, 0.493], [-0.517, 0.109, -0.013], [0.045, -0.009, 0.316], [0.178, 0.156, -0.325], [0.069, -0.143, -0.156], [0.369, 0.162, 0.124], [-0.215, 0.006, 0.045], [0.133, 0.069, 0.195], [0.099, -0.204, 0.341], [-0.340, 0.303, 0.079], [0.069, -0.230, -0.262], [-0.267, -0.488, -1.723], [0.069, 0.356, -0.108], [-0.376, -0.204, -0.115], [0.203, -0.016, 0.115], [-0.213, -0.618, -1.625], [-0.239, -0.275, 0.257], [0.292, -0.058, -0.049], [-0.181, 0.273, -0.107], [-1.071, 0.247, -0.648], [1.325, -0.214, 2.806], [-0.876, 1.147, -0.301], [-0.776, -1.180, 0.914], [-0.087, -0.131, 0.404], [-2.982, 0.040, -0.693], [2.694, 1.576, -1.453], [0.682, -0.599, 0.891], [0.096, 0.329, -0.013], [0.826, -2.227, -0.376], [0.084, -0.306, -0.157], [0.295, -0.370, -0.204], [0.219, 0.078, 0.201], [0.216, 0.050, -0.243], [-0.316, -0.092, -0.172], [0.048, 0.332, -0.131], [0.384, 0.200, 0.368], [-0.128, 0.311, 0.078], [-0.062, 0.010, 0.244], [-0.298, 0.436, 0.000], [0.084, 0.140, -0.130], [-0.197, -0.069, -0.302], [-0.430, -0.301, -0.465], [0.093, -0.339, 0.505], [0.522, 0.043, -0.273], [0.184, 1.332, 0.326], [-0.621, 0.313, 1.002], [-0.890, 0.200, -0.090], [0.018, 0.443, -0.011], [-0.125, 0.336, 0.103], [0.357, 0.343, 0.750], [1.049, -0.649, -0.971], [-0.669, 0.594, -0.401], [0.085, -0.281, 0.007], [0.027, -0.016, -0.182], [0.103, 0.030, -0.337], [0.310, -0.139, 0.119], [-0.061, 0.312, 0.382], [0.152, -0.129, 0.178]], "e_above_lowest_ev": 0.2348, "total_energy_ha": -3385.7410, "homo_lumo_gap_ev": [3.8077, 3.9486], "e_homo_ev": [-4.3, -4.7], "multiplicity": 4}


2.
{"formula": "C22H37ClNO2P3Pt", "method": "wB97M-V/def2-TZVPD", "species": ["P", "C", "H", "H", "H", "C", "H", "H", "H", "C", "H", "H", "H", "P", "C", "H", "H", "H", "C", "H", "H", "H", "C", "H", "H", "H", "P", "C", "H", "H", "H", "C", "H", "H", "H", "C", "H", "H", "H", "Pt", "C", "O", "C", "O", "C", "C", "C", "C", "C", "C", "H", "H", "H", "H", "H", "H", "Cl", "C", "C", "C", "C", "N", "C", "H", "H", "H", "H"], "positions_angstrom": [[-1.26601, 1.01536, 3.33472], [-1.29621, 2.79538, 3.59107], [-1.79466, 3.01674, 4.54664], [-1.84935, 3.29345, 2.77839], [-0.26442, 3.17852, 3.63742], [-2.85229, 0.50209, 2.67963], [-2.84268, -0.56910, 2.42768], [-3.10221, 1.10165, 1.79164], [-3.62328, 0.67269, 3.45002], [-0.97300, 0.18122, 4.89168], [-1.81205, 0.39739, 5.57369], [-0.03983, 0.54428, 5.34895], [-0.91826, -0.90687, 4.72896], [3.08972, -1.36895, 0.47114], [3.79508, 0.31197, 0.54809], [4.88754, 0.27631, 0.44805], [3.54974, 0.79254, 1.49716], [3.38725, 0.92318, -0.25978], [3.76947, -2.17780, 1.93926], [3.45671, -3.22588, 1.95575], [3.35356, -1.67453, 2.82001], [4.86344, -2.11039, 1.95522], [3.95332, -2.11704, -0.93398], [5.02650, -2.21550, -0.72466], [3.80950, -1.48529, -1.81832], [3.51588, -3.10165, -1.12770], [-0.59091, 0.22823, -3.61317], [-0.27361, 1.80779, -4.40901], [-0.82097, 1.83838, -5.36341], [0.80024, 1.92659, -4.61770], [-0.62996, 2.63280, -3.77509], [-0.21794, -1.10060, -4.74752], [-0.81041, -0.96447, -5.66884], [-0.47725, -2.07789, -4.30895], [0.85226, -1.07635, -5.00703], [-2.31931, 0.15382, -3.15545], [-2.89942, -0.25244, -4.00303], [-2.70362, 1.16035, -2.92755], [-2.46464, -0.49899, -2.28335], [0.73631, -2.49658, 0.37472], [0.09671, 0.68385, 2.13708], [0.95088, 1.03131, 1.40943], [0.52193, 0.14497, -2.14141], [1.29199, 0.65924, -1.41241], [0.08956, -4.05736, -0.89167], [-0.89054, -3.03496, -0.85307], [-1.37538, -2.58175, 0.40053], [-0.86138, -3.10453, 1.61073], [0.12372, -4.12233, 1.56865], [0.58428, -4.60175, 0.31907], [0.55026, -4.33155, -1.83386], [-1.21348, -2.53798, -1.76903], [-2.06693, -1.74407, 0.42562], [-1.16438, -2.66919, 2.56332], [0.61113, -4.44386, 2.48442], [1.40291, -5.31184, 0.28871], [0.77298, 5.72841, -0.74972], [-0.40967, 4.50295, -0.63673], [-1.77504, 4.77912, -0.76626], [-2.67022, 3.71418, -0.66551], [-2.15214, 2.42767, -0.44052], [-0.85638, 2.18202, -0.32474], [0.02072, 3.18225, -0.40966], [-2.09358, 5.80240, -0.93979], [-3.74527, 3.83864, -0.75578], [-2.82329, 1.56589, -0.35841], [1.07635, 2.96787, -0.30436]], "forces_ev_per_a": [[-0.119, 2.178, 0.369], [-0.147, 0.310, 0.261], [0.080, 0.005, -0.212], [0.270, -0.195, 0.200], [-0.346, -0.095, -0.010], [0.050, -0.398, -0.669], [-0.127, 0.325, 0.113], [0.092, -0.208, 0.307], [0.380, 0.002, -0.100], [0.620, -0.496, -0.140], [0.168, 0.061, -0.348], [-0.268, -0.153, -0.100], [0.029, 0.350, 0.203], [0.662, -1.099, 0.109], [-0.825, 0.497, -0.038], [-0.216, -0.411, -0.007], [0.026, -0.083, -0.080], [0.146, -0.036, 0.123], [-0.153, -0.019, 0.195], [0.208, 0.076, 0.065], [0.196, -0.150, -0.024], [-0.194, 0.003, 0.031], [-0.192, -0.106, -0.234], [-0.239, 0.060, -0.050], [0.097, -0.162, 0.096], [0.296, 0.072, -0.079], [0.181, 2.034, -1.026], [-0.067, 0.155, -0.386], [0.120, 0.034, 0.167], [-0.302, -0.033, 0.076], [0.155, -0.260, -0.082], [0.551, -0.561, 0.287], [0.121, 0.145, 0.379], [0.133, 0.306, -0.215], [-0.332, -0.084, 0.010], [-0.364, -0.106, 0.568], [0.368, 0.082, 0.215], [0.269, -0.338, -0.002], [-0.102, 0.177, -0.237], [6.434, 7.328, 0.014], [0.132, -1.893, -0.509], [-0.815, 0.345, 1.336], [0.176, -1.295, 1.288], [-0.861, -0.177, -1.697], [-0.572, -1.072, -0.869], [-1.499, -0.656, -0.539], [-1.776, -0.287, -0.169], [-1.424, -0.676, 0.698], [-0.498, -1.204, 0.947], [0.011, -1.765, -0.069], [-0.081, -0.127, 0.034], [0.125, -0.229, 0.299], [0.110, -0.116, 0.011], [0.124, -0.173, -0.250], [-0.135, -0.109, -0.074], [-0.053, -0.055, 0.002], [-0.019, 0.163, -0.017], [0.077, -0.586, 0.106], [0.167, -0.290, 0.044], [0.271, -0.450, 0.103], [-0.641, 0.906, -0.199], [0.293, -0.574, 0.074], [-0.941, 0.827, -0.222], [-0.079, -0.145, 0.014], [0.165, 0.195, -0.004], [0.102, 0.273, -0.085], [-0.018, -0.039, -0.001]], "charge": 4, "total_energy_ha": -2667.5848, "homo_lumo_gap_ev": [7.0387, 4.2798], "e_homo_ev": [-18.7, -18.8], "multiplicity": 5}